# 1
DFT (ωB97M-V with the def2-TZVPD basis set) results for C6H6O as an isolated structure.

**Highest occupied orbital energy**: -8.11 eV
**HOMO-LUMO gap**: 8.38 eV
**Energy relative to the best compared isomer or geometry (same formula, charge and spin)**: 170.83 kcal per mole

Structure (XYZ):
```
13
C6H6O (ωB97M-V with the def2-TZVPD basis set)
C -0.98 0.90 2.54
C -0.50 0.48 1.52
C 0.03 -0.10 0.36
C 0.72 -1.36 -0.04
C 1.07 0.00 -0.52
O 0.37 0.41 -2.32
C -0.62 0.50 -1.50
H -1.40 1.26 3.46
H 0.26 -2.10 -0.69
H 1.46 -1.77 0.65
H 1.97 0.55 -0.76
H -0.97 1.48 -1.14
H -1.43 -0.25 -1.55
```

# 2
DFT (ωB97M-V with the def2-TZVPD basis set) results for one molecule with the formula C5H7NO in a non-equilibrium geometry.

**Highest occupied orbital energy**: -10.58 eV
**HOMO-LUMO gap**: 11.34 eV
**Energy relative to the best compared isomer or geometry (same formula, charge and spin)**: 33.17 kcal per mole
**SMILES**: N#CCC1(O)CC1

Structure (XYZ):
```
14
C5H7NO (ωB97M-V with the def2-TZVPD basis set)
O -0.30 1.71 -0.61
C -0.21 0.36 -0.26
C 1.10 -0.31 -0.68
C 2.05 -0.44 0.43
N 2.77 -0.55 1.33
C -1.49 -0.40 -0.38
C -0.91 -0.10 0.98
H 0.20 2.22 0.03
H 0.92 -1.31 -1.09
H 1.55 0.29 -1.47
H -2.35 0.19 -0.69
H -1.46 -1.42 -0.74
H -0.47 -0.91 1.56
H -1.40 0.67 1.58
```

# 3
DFT (ωB97M-V with the def2-TZVPD basis set) results for C4H5O2Rb as an isolated structure in a non-equilibrium geometry.

**Highest occupied orbital energy (alpha / beta)**: -4.33 / -4.25 eV
**HOMO-LUMO gap (alpha / beta)**: 2.01 / 1.96 eV
**Energy relative to the best compared isomer or geometry (same formula, charge and spin)**: 60.56 kcal per mole

Structure (XYZ):
```
12
C4H5O2Rb (ωB97M-V with the def2-TZVPD basis set)
H -6.31 1.45 -0.89
O -1.95 0.05 -1.28
C -1.02 0.26 -0.43
C 0.29 -0.17 -0.49
C 1.21 0.10 0.62
C 2.47 -0.25 0.71
O 3.62 -0.53 0.80
Rb 7.14 -2.85 1.54
H -5.68 1.17 -1.22
H -1.28 0.84 0.49
H 0.65 -0.72 -1.36
H 0.85 0.64 1.50
```